Record 1
Computed, not measured: the molecule C8H21BClN2OP, with ωB97M-V/def2-TZVPD.

The highest occupied orbital energy comes out at -8.15 eV. Its SMILES is CCCNB(CCCCCN)P(O)Cl. The strongest force on any atom comes out at 1.04 eV Å⁻¹. As for the frontier orbital gap: 8.7899 eV. As for the charge: 0. Its LUMO energy is 0.64 eV. The calculation puts the calculated total energy at -36153.9727 eV.

```
35
Properties=species:S:1:pos:R:3:forces:R:3:lowdin_charge:R:1
C -1.202493 -3.372944 3.867816 0.0 0.0 0.1 -0.11
C -1.163687 -3.167457 2.348278 0.0 0.0 0.0 -0.22
C -0.185765 -2.079426 1.872660 0.2 0.2 0.1 -0.20
N -0.851976 -1.015954 1.112976 -0.3 -0.8 -0.6 0.04
B -0.417963 -0.486534 -0.096962 0.1 0.4 0.2 -0.58
C 1.030548 -0.751939 -0.676085 0.0 -0.1 0.0 -0.17
C 1.494475 0.225421 -1.758630 -0.1 0.0 0.0 -0.26
C 1.999295 1.523021 -1.133612 0.0 0.0 -0.1 -0.23
C 1.947378 2.706032 -2.101781 -0.1 0.0 -0.1 -0.19
C 0.613934 3.498318 -2.087084 0.0 -0.1 -0.1 -0.27
N -0.201515 3.248886 -0.899457 0.1 0.1 0.0 -0.05
P -1.753144 0.581513 -1.130113 0.0 -0.3 -0.3 0.58
O -2.848571 -0.676276 -1.334793 0.3 -0.2 0.2 -0.42
Cl -2.735029 1.496594 0.446198 -0.1 0.1 0.2 0.21
H -0.853147 -2.484535 4.396792 0.0 0.0 0.0 0.07
H -0.575681 -4.207865 4.182751 0.1 0.1 0.0 0.07
H -2.213296 -3.579475 4.219796 0.0 -0.1 0.0 0.07
H -2.164367 -2.919179 1.986557 0.0 0.0 0.0 0.10
H -0.905988 -4.109595 1.861363 -0.1 0.0 0.0 0.10
H 0.315325 -1.635027 2.738227 0.0 0.0 0.0 0.11
H 0.599836 -2.508516 1.249987 0.0 0.0 0.0 0.10
H -1.856868 -1.042506 1.235569 0.0 0.4 0.3 0.08
H 1.744429 -0.725510 0.157213 0.0 0.0 0.0 0.11
H 1.069668 -1.790362 -1.034887 -0.1 0.0 0.0 0.11
H 2.260809 -0.218935 -2.399957 0.0 0.1 0.1 0.11
H 0.656782 0.476457 -2.417888 0.0 -0.1 0.0 0.07
H 3.015101 1.389648 -0.751906 0.0 -0.1 0.0 0.11
H 1.361328 1.731595 -0.273309 0.1 0.1 0.1 0.09
H 2.072826 2.322083 -3.118681 0.2 0.1 0.0 0.10
H 2.793000 3.375956 -1.934957 -0.1 0.1 0.1 0.10
H 0.843738 4.560214 -2.233645 0.0 0.0 0.0 0.10
H 0.007755 3.194569 -2.942691 0.0 0.0 0.0 0.10
H 0.200700 3.669729 -0.070109 0.0 0.0 0.0 0.08
H -1.131320 3.631791 -1.011746 0.0 0.0 0.0 0.05
H -2.966117 -0.859792 -2.267887 -0.2 0.1 -0.2 0.03
```
Positions in Å, forces in eV/Å.



Record 2
Computed, not measured: C8H21ClIIrO5P2 as an isolated structure, with ωB97M-V/def2-TZVPD.

The highest occupied orbital energy (alpha / beta) comes out at -18.21 / -21.68 eV. Its expectation value of S² is 8.78. The strongest force on any atom comes out at 8.03 eV Å⁻¹. As for the frontier orbital gap (alpha / beta): 6.7349 / 5.7444 eV. Its spin multiplicity is 6. As for the charge: +3. Its LUMO energy (alpha / beta) is -11.48 / -15.94 eV. The calculation puts the calculated total energy at -60868.9604 eV.

```
39
Properties=species:S:1:pos:R:3:forces:R:3:lowdin_charge:R:1
C -0.183094 -0.108180 -3.024759 -0.5 -0.4 -0.8 -0.28
I -2.024048 -0.312061 -1.751265 -1.8 -0.3 -5.5 1.33
H 0.773927 -0.229084 -2.517468 -0.6 0.0 0.4 0.00
H -0.300362 0.866587 -3.492020 -0.2 0.0 0.0 0.04
H -0.358027 -0.912899 -3.741181 0.0 0.2 0.0 0.04
Ir -0.774919 -0.010125 0.237928 2.1 0.3 3.0 0.76
P -0.013148 2.176596 -0.214568 1.8 3.0 -0.5 0.71
C -1.254312 3.271900 -0.961320 -0.2 -0.5 0.0 -0.20
C 0.564703 3.067740 1.260188 -0.2 -0.5 0.5 -0.19
H 0.712601 4.130163 1.026025 -0.1 -0.2 -0.2 0.10
H 1.949636 3.104982 -1.280248 -0.1 -0.1 0.1 0.10
H 1.508462 2.626729 1.598981 -0.2 0.1 -0.1 0.07
H 2.167968 1.391590 -0.803960 0.0 0.2 -0.1 0.07
H -2.187130 3.179884 -0.392417 0.1 0.2 -0.1 0.07
H -0.170303 2.966854 2.064429 0.1 0.3 -0.1 0.05
C 1.477453 2.115611 -1.252783 -0.3 -0.3 -0.2 -0.20
H -0.901740 4.310829 -0.906911 0.0 -0.2 0.0 0.09
H 1.219979 1.804892 -2.266521 0.3 0.3 0.2 0.03
H -1.434243 2.996993 -2.005182 0.0 0.1 0.1 0.06
P 0.089958 -2.217004 0.032914 1.5 -2.8 0.4 0.70
C -1.169944 -3.446809 -0.399887 -0.2 0.5 -0.1 -0.22
C 1.452575 -2.284414 -1.155862 -0.2 0.4 -0.2 -0.20
H 1.619129 -2.172760 1.902783 -0.1 -0.3 -0.1 0.06
H 1.249016 -3.841316 1.353695 -0.1 0.1 -0.1 0.10
H 0.065095 -2.935357 2.339364 0.1 -0.1 0.0 0.07
C 0.829804 -2.850129 1.560780 -0.2 0.5 0.4 -0.20
H 2.108314 -1.418386 -0.998823 0.0 -0.3 -0.1 0.07
H 2.019878 -3.205727 -0.978109 -0.1 0.1 0.0 0.10
H -0.706894 -4.441265 -0.375117 0.0 0.1 0.0 0.10
H -1.583204 -3.249924 -1.394667 0.0 -0.2 0.1 0.03
H 1.056043 -2.283943 -2.173152 0.3 -0.1 0.1 0.05
H -1.973172 -3.405661 0.346185 0.1 -0.1 -0.1 0.08
C -2.436434 0.290838 1.105728 -7.2 1.5 3.1 -0.41
O -3.488250 0.538159 1.531830 3.8 -0.9 -1.9 0.23
O 0.017331 1.424169 3.751333 -0.2 -1.4 -1.1 -0.17
Cl 0.019504 0.103655 3.203040 3.6 1.3 2.8 0.80
O 0.659782 -0.842600 4.054946 -1.0 0.6 -1.3 -0.13
O -1.349150 -0.319838 2.893014 -0.4 -0.8 -0.5 -0.24
O 0.747203 0.119330 1.823042 0.0 0.1 2.1 -0.48
```
Positions in Å, forces in eV/Å.



Record 3
Computed, not measured: C8H21GaNO4STb as an isolated structure, with ωB97M-V/def2-TZVPD.

The highest occupied orbital energy (alpha / beta) comes out at -14.69 / -14.42 eV. Its expectation value of S² is 13.03. The strongest force on any atom comes out at 2.46 eV Å⁻¹. As for the frontier orbital gap (alpha / beta): 6.7115 / 5.8983 eV. Its spin multiplicity is 7. As for the charge: +2. Its LUMO energy (alpha / beta) is -7.98 / -8.52 eV. The calculation puts the calculated total energy at -103942.0310 eV.

```
37
Properties=species:S:1:pos:R:3:forces:R:3:lowdin_charge:R:1
C 1.460157 3.430899 0.267902 0.1 -0.7 -0.4 -0.14
C 0.544110 2.748701 -0.817303 0.3 0.0 0.2 -0.31
O -0.794881 2.818095 -0.531336 -0.1 0.2 0.6 -0.17
C -1.195217 1.969701 0.552754 -0.4 -0.8 -0.3 -0.19
Ga -1.408878 -0.008680 0.023882 1.3 0.6 -0.4 0.53
N -1.433151 -0.194605 -1.856663 -0.4 0.1 0.9 -0.01
C -3.267581 -0.659491 0.891315 -2.2 -0.9 0.4 -0.11
C -4.219554 -1.257018 -0.110251 0.4 0.1 0.0 -0.12
C 0.052053 -1.100415 0.956881 -0.5 -0.5 -0.8 -0.21
C 0.702295 -2.246382 0.151957 0.2 0.5 0.5 -0.25
C 2.163017 -2.413816 0.637207 -0.7 -0.2 -0.4 -0.19
S 3.233458 -1.398984 -0.322906 1.5 0.2 -0.1 0.65
O 2.503383 -0.394356 -1.138072 0.2 -0.8 0.9 -0.41
O 4.204010 -0.695446 0.562221 -1.2 -0.4 -0.4 -0.42
O 4.049429 -2.265378 -1.288980 -0.3 -0.2 -0.1 -0.05
H 1.307133 3.066281 1.309447 0.1 0.2 -0.4 0.07
H 1.298591 4.494936 0.260157 -0.1 0.4 0.1 0.11
H 2.536793 3.295205 -0.023347 -0.7 1.3 0.0 0.00
H 0.706204 3.304189 -1.729727 0.1 0.1 -0.4 0.14
H 0.774425 1.675479 -1.060814 0.4 0.2 0.2 0.09
H -0.531882 2.029444 1.415785 0.2 0.3 0.2 0.05
H -2.147093 2.349568 0.885996 -0.3 0.2 0.1 0.08
H -1.767446 0.678691 -2.254563 0.0 0.0 -0.2 0.01
H -2.053911 -0.916906 -2.202898 0.3 -0.2 -0.3 0.01
H -3.715307 0.204401 1.363398 0.6 0.8 -0.1 0.08
H -3.050981 -1.389037 1.660057 0.8 -0.1 0.2 0.08
H -5.222026 -1.047554 0.257881 -0.3 0.1 0.1 0.10
H -4.161316 -0.826212 -1.098601 -0.1 0.2 -0.3 0.07
H -4.122586 -2.328322 -0.171737 0.2 -0.3 -0.2 0.08
H -0.301747 -1.509291 1.895231 0.0 0.1 0.4 0.07
H 0.838241 -0.379469 1.220951 0.0 0.4 0.1 -0.01
H 0.669028 -2.071354 -0.912547 -0.1 0.0 -0.4 0.09
H 0.211840 -3.183353 0.356707 -0.3 -0.3 0.0 0.13
H 2.521871 -3.433623 0.717077 0.4 -0.2 -0.4 0.14
H 2.205622 -1.983007 1.626689 0.5 0.1 0.4 0.11
H 4.485728 -1.642624 -1.912950 0.1 -0.6 -0.2 0.16
Tb 2.926169 1.279732 0.419201 0.1 0.3 0.7 1.74
```
Positions in Å, forces in eV/Å.



Q: Which of these has the lowest charge?
A: C8H21BClN2OP



Please write out number 3 again, unchanged.
Computed, not measured: C8H21GaNO4STb as an isolated structure, with ωB97M-V/def2-TZVPD.

The highest occupied orbital energy (alpha / beta) comes out at -14.69 / -14.42 eV. Its expectation value of S² is 13.03. The strongest force on any atom comes out at 2.46 eV Å⁻¹. As for the frontier orbital gap (alpha / beta): 6.7115 / 5.8983 eV. Its spin multiplicity is 7. As for the charge: +2. Its LUMO energy (alpha / beta) is -7.98 / -8.52 eV. The calculation puts the calculated total energy at -103942.0310 eV.

```
37
Properties=species:S:1:pos:R:3:forces:R:3:lowdin_charge:R:1
C 1.460157 3.430899 0.267902 0.1 -0.7 -0.4 -0.14
C 0.544110 2.748701 -0.817303 0.3 0.0 0.2 -0.31
O -0.794881 2.818095 -0.531336 -0.1 0.2 0.6 -0.17
C -1.195217 1.969701 0.552754 -0.4 -0.8 -0.3 -0.19
Ga -1.408878 -0.008680 0.023882 1.3 0.6 -0.4 0.53
N -1.433151 -0.194605 -1.856663 -0.4 0.1 0.9 -0.01
C -3.267581 -0.659491 0.891315 -2.2 -0.9 0.4 -0.11
C -4.219554 -1.257018 -0.110251 0.4 0.1 0.0 -0.12
C 0.052053 -1.100415 0.956881 -0.5 -0.5 -0.8 -0.21
C 0.702295 -2.246382 0.151957 0.2 0.5 0.5 -0.25
C 2.163017 -2.413816 0.637207 -0.7 -0.2 -0.4 -0.19
S 3.233458 -1.398984 -0.322906 1.5 0.2 -0.1 0.65
O 2.503383 -0.394356 -1.138072 0.2 -0.8 0.9 -0.41
O 4.204010 -0.695446 0.562221 -1.2 -0.4 -0.4 -0.42
O 4.049429 -2.265378 -1.288980 -0.3 -0.2 -0.1 -0.05
H 1.307133 3.066281 1.309447 0.1 0.2 -0.4 0.07
H 1.298591 4.494936 0.260157 -0.1 0.4 0.1 0.11
H 2.536793 3.295205 -0.023347 -0.7 1.3 0.0 0.00
H 0.706204 3.304189 -1.729727 0.1 0.1 -0.4 0.14
H 0.774425 1.675479 -1.060814 0.4 0.2 0.2 0.09
H -0.531882 2.029444 1.415785 0.2 0.3 0.2 0.05
H -2.147093 2.349568 0.885996 -0.3 0.2 0.1 0.08
H -1.767446 0.678691 -2.254563 0.0 0.0 -0.2 0.01
H -2.053911 -0.916906 -2.202898 0.3 -0.2 -0.3 0.01
H -3.715307 0.204401 1.363398 0.6 0.8 -0.1 0.08
H -3.050981 -1.389037 1.660057 0.8 -0.1 0.2 0.08
H -5.222026 -1.047554 0.257881 -0.3 0.1 0.1 0.10
H -4.161316 -0.826212 -1.098601 -0.1 0.2 -0.3 0.07
H -4.122586 -2.328322 -0.171737 0.2 -0.3 -0.2 0.08
H -0.301747 -1.509291 1.895231 0.0 0.1 0.4 0.07
H 0.838241 -0.379469 1.220951 0.0 0.4 0.1 -0.01
H 0.669028 -2.071354 -0.912547 -0.1 0.0 -0.4 0.09
H 0.211840 -3.183353 0.356707 -0.3 -0.3 0.0 0.13
H 2.521871 -3.433623 0.717077 0.4 -0.2 -0.4 0.14
H 2.205622 -1.983007 1.626689 0.5 0.1 0.4 0.11
H 4.485728 -1.642624 -1.912950 0.1 -0.6 -0.2 0.16
Tb 2.926169 1.279732 0.419201 0.1 0.3 0.7 1.74
```
Positions in Å, forces in eV/Å.